DFT (wB97M-V/def2-TZVPD) results for a molecular structure, C33H45Br51Cl2FO4P in a non-equilibrium geometry.

The geometry in ORCA input format:
```
! wB97M-V def2-TZVPD RIJCOSX def2/J DEFGRID3
* xyz 0 1
C 4.390 -1.784 1.459
C 4.143 -0.593 0.313
C 2.702 -0.865 -0.421
O 1.685 -0.966 0.638
P 0.584 0.387 0.629
C -0.521 -0.601 -0.576
C -2.112 -0.646 -0.186
C -2.635 -2.227 -0.036
C -2.545 -2.554 1.586
C -3.580 -3.833 1.885
C -3.707 -3.927 3.520
O -3.169 -5.202 4.026
C -1.706 -5.301 3.751
C -0.563 -4.487 4.642
O -1.314 -6.119 2.753
C 0.362 0.142 2.510
C 1.174 1.277 3.431
O 0.643 1.741 4.594
F 2.470 1.768 2.867
C -0.536 1.933 0.556
Cl -1.665 2.529 1.923
C -0.569 2.764 -0.713
C -1.586 4.091 -0.768
Cl 0.408 2.397 -2.245
H 5.402 -1.609 2.066
H 4.473 -2.860 0.980
H 3.536 -1.836 2.259
H 5.067 -0.698 -0.429
H 4.241 0.442 0.852
H 2.440 -0.130 -1.293
H 2.776 -1.948 -0.915
H 1.696 1.256 0.219
H -0.412 -0.281 -1.714
H -0.135 -1.730 -0.534
H -2.394 -0.131 0.826
H -2.696 -0.150 -1.098
H -2.011 -2.973 -0.702
H -3.764 -2.230 -0.369
H -1.455 -2.749 1.972
H -2.974 -1.667 2.260
H -4.626 -3.508 1.473
H -3.123 -4.778 1.368
H -3.169 -3.048 4.088
H -4.842 -3.881 3.836
H -0.066 -5.140 5.478
H -1.050 -3.552 5.160
H 0.303 -4.108 3.914
H -0.763 0.005 2.860
H 0.894 -0.891 2.785
H -1.435 4.643 -1.791
H -2.723 3.761 -0.618
H -1.320 4.826 0.135
C -2.239 7.764 1.116
Br -2.274 6.234 2.316
Br -2.170 7.219 -0.750
Br -3.712 8.987 1.459
H -1.314 8.312 1.323
C 2.376 2.588 7.487
Br 3.916 1.422 7.711
Br 1.554 3.038 9.192
Br 2.814 4.177 6.453
H 1.631 2.028 6.911
C -7.858 8.015 2.716
Br -7.316 8.238 0.861
Br -6.841 6.614 3.603
Br -7.789 9.693 3.697
H -8.905 7.693 2.706
C -0.732 -0.047 -5.885
Br -2.007 0.032 -4.418
Br -0.896 1.488 -7.069
Br 1.091 -0.279 -5.249
H -0.980 -0.934 -6.477
C 2.115 6.592 -1.275
Br 1.222 5.569 -2.668
Br 1.801 8.503 -1.465
Br 1.647 5.955 0.503
H 3.191 6.431 -1.400
C 8.647 -0.036 2.786
Br 8.354 -1.946 2.566
Br 6.974 0.935 2.987
Br 9.885 0.345 4.238
H 9.116 0.324 1.864
C 1.619 -8.440 3.255
Br 2.925 -9.372 2.155
Br 0.545 -9.675 4.306
Br 2.450 -7.077 4.367
H 0.937 -7.923 2.572
C 3.856 -2.902 -7.834
Br 4.425 -3.505 -6.074
Br 1.961 -3.225 -8.132
Br 4.332 -1.043 -8.151
H 4.402 -3.502 -8.569
C 8.114 -3.236 -9.041
Br 7.923 -2.128 -10.629
Br 7.571 -2.290 -7.430
Br 7.188 -4.936 -9.229
H 9.180 -3.462 -8.935
C -2.581 3.475 7.959
Br -1.275 2.543 6.859
Br -3.655 2.240 9.010
Br -1.750 4.838 9.070
H -3.263 3.992 7.276
C 2.899 -0.363 -11.911
Br 1.798 -1.716 -12.772
Br 2.113 0.257 -10.244
Br 4.731 -0.970 -11.666
H 2.935 0.497 -12.587
C -9.902 8.162 -2.014
Br -9.937 6.631 -0.813
Br -9.833 7.616 -3.880
Br -11.375 9.385 -1.671
H -8.977 8.710 -1.806
C -4.402 0.077 4.783
Br -5.534 1.618 4.428
Br -2.514 0.504 4.585
Br -4.786 -0.719 6.516
H -4.640 -0.677 4.025
C 4.597 -6.059 -0.801
Br 3.323 -5.980 0.667
Br 4.434 -4.523 -1.984
Br 6.421 -6.291 -0.164
H 4.349 -6.946 -1.392
C -9.171 8.381 7.356
Br -10.273 7.028 6.496
Br -9.958 9.001 9.024
Br -7.339 7.774 7.602
H -9.135 9.241 6.680
C 2.178 -13.418 2.368
Br 3.910 -13.206 3.227
Br 2.342 -14.185 0.587
Br 0.937 -14.424 3.478
H 1.756 -12.415 2.246
C 3.760 0.562 -15.757
Br 5.066 1.453 -14.622
Br 3.725 -1.359 -15.450
Br 1.992 1.355 -15.586
H 4.081 0.715 -16.793
*
```

LUMO   -0.0178 hartree
Kohn-Sham gap   8.443 eV
HOMO level   -8.93 eV
DFT total energy   -3652341.791 eV



DFT (wB97M-V/def2-TZVPD) results for a molecular structure, C33H45CoN5S in a non-equilibrium geometry.

The geometry in ORCA input format:
```
! wB97M-V def2-TZVPD RIJCOSX def2/J DEFGRID3
* xyz -1 5
Co -0.109 0.443 -0.468
N 1.378 1.075 0.650
N 0.802 2.895 -1.402
C -1.796 -0.063 -1.444
C -1.932 1.059 -0.558
C -1.572 0.657 0.768
C -1.785 1.608 1.923
H -1.400 2.589 1.613
H -1.199 1.312 2.819
H -2.864 1.723 2.143
C -1.171 -0.744 0.652
C -1.223 -1.848 1.631
H -2.034 -2.542 1.361
H -1.337 -1.498 2.657
H -0.322 -2.456 1.560
C -1.181 -1.122 -0.734
C -1.080 -2.548 -1.196
H -0.250 -3.048 -0.676
H -0.886 -2.595 -2.273
H -2.004 -3.107 -0.967
C -2.659 2.322 -0.859
H -3.685 2.298 -0.449
H -2.729 2.458 -1.946
H -2.134 3.184 -0.423
C -2.582 -0.316 -2.672
H -1.953 -0.876 -3.373
H -2.903 0.619 -3.141
H -3.473 -0.933 -2.445
C 2.337 0.295 1.199
H 2.330 -0.763 0.958
C 3.214 0.826 2.147
H 4.037 0.218 2.510
C 3.032 2.114 2.649
H 3.596 2.488 3.508
C 2.102 2.913 2.023
H 1.880 3.928 2.346
C 1.451 2.434 0.858
C 0.893 3.313 -0.089
H 0.994 4.383 0.021
C 0.682 1.580 -1.773
C 0.735 3.727 -2.524
H 0.818 4.786 -2.421
C 0.593 2.942 -3.595
H 0.480 3.163 -4.644
N 0.581 1.625 -3.140
C 0.627 0.487 -4.008
C -0.360 0.327 -5.001
C -0.321 -0.821 -5.807
H -1.106 -0.983 -6.554
C 0.712 -1.755 -5.687
C 0.762 -2.961 -6.574
H 0.530 -3.879 -6.020
H 1.761 -3.091 -7.005
H 0.041 -2.870 -7.390
C 1.720 -1.536 -4.744
H 2.558 -2.238 -4.674
C 1.703 -0.416 -3.908
C 2.867 -0.121 -3.012
H 3.423 0.771 -3.341
H 3.568 -0.964 -3.032
H 2.564 0.043 -1.968
C -1.457 1.333 -5.212
H -1.209 2.023 -6.035
H -1.656 1.944 -4.323
H -2.395 0.832 -5.497
C 1.831 -2.532 4.107
N 1.001 -1.910 5.161
C 1.734 -1.581 6.380
C 0.061 -0.960 4.764
S 0.530 0.272 3.708
N -1.210 -1.064 5.299
C -1.348 -1.194 6.745
C -2.348 -0.435 4.611
H 2.652 -3.057 4.603
H 2.246 -1.780 3.423
H 1.229 -3.282 3.568
H 1.747 -0.500 6.563
H 1.308 -2.157 7.205
H 2.757 -1.948 6.264
H -2.259 -0.664 7.030
H -1.487 -2.248 7.034
H -0.498 -0.781 7.287
H -2.091 -0.232 3.574
H -3.220 -1.103 4.595
H -2.635 0.510 5.087
*
```

LUMO (spin up / spin down)   0.0862 / 0.0860 hartree
Kohn-Sham gap (spin up / spin down)   2.815 / 5.106 eV
HOMO level (spin up / spin down)   -0.47 / -2.77 eV
Energy relative to the best compared isomer or geometry (same formula, charge and spin)   0.000 eV
⟨S²⟩   6.04
DFT total energy   -90858.589 eV



DFT (wB97M-V/def2-TZVPD) results for a molecular structure, C33H45InN5SSb2 in a non-equilibrium geometry.

The geometry in ORCA input format:
```
! wB97M-V def2-TZVPD RIJCOSX def2/J DEFGRID3
* xyz 3 1
In -0.866 -0.573 0.577
C -4.079 -2.061 -0.369
C -3.524 -2.481 0.988
C -4.396 -2.990 1.926
C -3.891 -3.589 3.030
C -2.491 -3.722 3.196
C -1.662 -3.161 2.252
N -2.189 -2.453 1.226
Sb 0.437 -3.636 2.354
C 1.343 -1.844 3.264
C 2.727 -1.785 3.290
C 3.364 -0.654 3.753
C 2.622 0.410 4.140
C 1.215 0.261 4.205
C 0.316 1.318 4.771
N 0.582 -0.885 3.796
C 1.103 -3.826 0.216
C 2.168 -4.656 0.004
C 2.291 -5.223 -1.297
C 1.349 -4.981 -2.256
C 0.348 -4.032 -1.952
C -0.600 -3.481 -3.030
N 0.278 -3.440 -0.745
H -4.660 -2.910 -0.842
H -3.259 -1.740 -1.058
H -4.802 -1.196 -0.219
H -5.407 -2.912 1.633
H -4.513 -3.930 3.837
H -1.983 -4.290 3.970
H 3.358 -2.592 2.961
H 4.464 -0.562 3.829
H 3.107 1.340 4.399
H 0.726 1.697 5.710
H -0.587 0.841 5.151
H 0.081 2.128 4.090
H 2.871 -4.821 0.829
H 3.132 -5.887 -1.515
H 1.234 -5.516 -3.195
H -0.437 -3.916 -4.034
H -0.429 -2.389 -3.107
H -1.638 -3.612 -2.698
C 4.181 2.513 -2.014
C 3.186 1.940 -1.005
C 2.570 2.919 -0.057
Sb 1.471 0.714 -1.992
C -0.026 2.268 -2.707
C -1.186 1.601 -3.430
C 0.763 3.395 -3.340
C 2.552 -0.497 -3.605
C 3.862 -1.003 -2.949
C 2.704 0.344 -4.853
H 5.097 2.707 -1.444
H 3.810 3.505 -2.437
H 4.439 1.891 -2.864
H 3.588 1.019 -0.442
H 2.030 3.675 -0.596
H 3.377 3.390 0.495
H 1.881 2.470 0.686
H -0.376 2.502 -1.626
H -0.781 0.933 -4.210
H -1.824 2.390 -3.926
H -1.738 0.979 -2.734
H 1.286 3.062 -4.277
H 1.592 3.810 -2.689
H 0.114 4.272 -3.543
H 1.798 -1.299 -3.683
H 4.437 -0.136 -2.589
H 4.424 -1.529 -3.731
H 3.836 -1.648 -2.053
H 2.939 1.407 -4.575
H 1.746 0.317 -5.399
H 3.573 0.124 -5.533
N -4.339 5.679 1.800
C -4.260 4.690 2.738
S -4.748 4.966 4.297
C -3.666 3.455 2.230
C -3.590 3.149 0.881
C -3.060 1.930 0.502
N -2.656 1.020 1.396
C -2.746 1.257 2.738
C -3.270 2.461 3.169
H -4.640 6.583 2.105
H -3.678 5.748 1.022
H -3.772 3.898 0.084
H -2.949 1.693 -0.562
H -2.385 0.471 3.382
H -3.267 2.716 4.264
*
```

LUMO (spin up / spin down)   -0.4217 / -0.4376 hartree
Kohn-Sham gap (spin up / spin down)   3.310 / 2.874 eV
HOMO level (spin up / spin down)   -14.79 / -14.78 eV
Energy relative to the best compared isomer or geometry (same formula, charge and spin)   1.754 eV
DFT total energy   -71455.751 eV



DFT (wB97M-V/def2-TZVPD) results for a molecular structure, C33H46CeP2Si in a non-equilibrium geometry.

The geometry in ORCA input format:
```
! wB97M-V def2-TZVPD RIJCOSX def2/J DEFGRID3
* xyz 2 1
P 1.426 -1.274 -3.374
P 1.557 2.030 -3.047
C 1.336 -0.089 -4.839
C 2.171 1.163 -4.621
H 0.267 0.169 -4.953
H 1.644 -0.645 -5.731
H 3.245 0.943 -4.508
H 2.064 1.889 -5.442
C 0.427 3.189 -3.917
H -0.128 3.789 -3.189
H -0.304 2.669 -4.554
H 1.023 3.859 -4.559
C 3.065 3.027 -2.672
H 3.200 3.724 -3.512
H 3.934 2.348 -2.572
H 2.959 3.601 -1.739
C 0.378 -2.506 -4.228
H 0.213 -3.384 -3.594
H 0.867 -2.816 -5.163
H -0.610 -2.091 -4.473
C 3.040 -2.158 -3.486
H 3.889 -1.541 -3.174
H 3.180 -2.468 -4.529
H 3.035 -3.052 -2.851
Ce 1.914 0.139 -1.238
C -2.547 1.157 -3.261
C -3.382 1.094 -4.295
C -4.653 0.302 -4.316
C -4.626 -1.135 -3.745
C -3.330 -1.904 -3.810
C -2.373 -1.950 -2.869
C -2.023 -0.943 -1.830
C -2.710 0.430 -1.952
C 1.369 -1.815 -0.199
H -1.614 1.762 -3.302
H -3.128 1.682 -5.192
H -4.991 0.319 -5.367
H -5.408 0.870 -3.743
H -4.983 -1.131 -2.705
H -5.365 -1.684 -4.354
H -3.298 -2.576 -4.690
H -1.837 -2.913 -2.734
H -0.916 -0.803 -1.839
H -2.252 -1.399 -0.845
H -3.765 0.325 -1.649
H -2.198 1.076 -1.222
H 2.357 -1.948 0.295
H 1.029 -2.735 -0.681
H 0.642 -1.412 0.532
C -0.962 6.473 2.361
C 0.006 6.319 1.359
C 0.320 5.042 0.870
C -0.298 3.889 1.408
C -1.289 4.071 2.401
C -1.612 5.348 2.880
Si 0.194 2.177 0.848
C 2.014 1.882 1.168
C 3.015 2.860 0.923
C 4.341 2.471 0.691
C 4.718 1.130 0.796
C 3.811 0.175 1.256
C 2.475 0.560 1.490
C -0.870 1.007 1.838
C -0.431 0.449 3.052
C -1.235 -0.470 3.740
C -2.498 -0.809 3.236
C -2.978 -0.201 2.067
C -2.187 0.745 1.409
H -1.214 7.464 2.734
H 0.519 7.192 0.949
H 1.047 4.944 0.056
H -1.819 3.202 2.798
H -2.375 5.451 3.655
H 2.745 3.916 0.898
H 5.081 3.212 0.357
H 5.728 0.822 0.527
H 4.158 -0.836 1.513
H 1.780 -0.163 1.923
H 0.537 0.734 3.470
H -0.879 -0.913 4.668
H -3.123 -1.526 3.761
H -3.971 -0.434 1.682
H -2.618 1.303 0.577
*
```

LUMO (spin up / spin down)   -0.2756 / -0.2702 hartree
Kohn-Sham gap (spin up / spin down)   5.295 / 5.503 eV
HOMO level (spin up / spin down)   -12.79 / -12.86 eV
DFT total energy   -74331.586 eV



DFT (wB97M-V/def2-TZVPD) results for a molecular structure, C33H46ClMnNOP4 in a non-equilibrium geometry.

The geometry in ORCA input format:
```
! wB97M-V def2-TZVPD RIJCOSX def2/J DEFGRID3
* xyz 2 4
P 1.699 1.144 -3.385
C 3.323 1.413 -2.776
C 4.387 0.787 -3.488
H 4.148 -0.061 -4.135
C 5.663 1.323 -3.370
H 6.473 0.904 -3.965
C 5.911 2.378 -2.481
H 6.915 2.815 -2.438
C 4.899 2.848 -1.640
H 5.136 3.620 -0.900
C 3.592 2.370 -1.763
H 2.779 2.719 -1.128
C 0.995 -0.455 -3.126
C 1.741 -1.479 -2.487
H 2.646 -1.228 -1.924
C 1.367 -2.804 -2.670
H 1.956 -3.595 -2.209
C 0.278 -3.130 -3.484
H 0.037 -4.180 -3.679
C -0.495 -2.117 -4.056
H -1.351 -2.367 -4.675
C -0.174 -0.782 -3.864
H -0.740 0.011 -4.362
C 0.595 2.509 -3.372
C 0.699 3.407 -4.463
H 1.559 3.307 -5.125
C -0.315 4.338 -4.658
H -0.266 5.012 -5.508
C -1.381 4.431 -3.752
H -2.174 5.170 -3.935
C -1.416 3.613 -2.617
H -2.236 3.731 -1.901
C -0.426 2.654 -2.405
H -0.408 2.051 -1.496
Mn -0.016 -0.085 2.805
C -1.534 -1.307 2.359
C -1.886 -1.530 1.071
H -2.092 -1.838 3.149
C -1.047 -0.824 0.010
O -1.959 0.050 -0.705
H -1.553 0.368 -1.535
C -0.042 -0.097 0.782
H -0.577 -1.572 -0.653
C 0.273 1.013 1.406
Cl 1.815 1.026 3.691
P -1.334 2.013 3.000
P 1.483 -1.801 2.864
C -0.832 2.909 4.495
H 0.200 3.257 4.392
H -0.893 2.234 5.356
H -1.511 3.757 4.629
C -1.503 3.310 1.730
H -2.169 2.946 0.937
H -0.528 3.551 1.288
H -1.931 4.213 2.184
C -3.043 1.453 3.249
H -3.058 0.724 4.067
H -3.395 0.965 2.333
H -3.680 2.311 3.489
C 2.387 -2.015 4.440
H 1.649 -2.150 5.239
H 2.966 -1.110 4.656
H 3.049 -2.885 4.376
C 0.843 -3.478 2.533
H 0.486 -3.527 1.496
H 0.000 -3.656 3.211
H 1.627 -4.228 2.698
C 2.815 -1.629 1.621
H 3.192 -0.599 1.616
H 2.410 -1.869 0.630
H 3.633 -2.320 1.864
P -3.277 -2.582 0.567
C -3.829 -3.562 1.968
C -2.722 -3.670 -0.751
H -4.095 -2.920 2.819
H -3.048 -4.269 2.283
H -4.719 -4.140 1.682
H -2.345 -3.083 -1.600
H -3.576 -4.273 -1.091
H -1.932 -4.340 -0.388
C -4.633 -1.598 -0.072
H -5.120 -1.047 0.742
H -5.369 -2.259 -0.550
H -4.230 -0.896 -0.812
H 0.850 1.875 1.150
N -0.971 -0.670 5.816
C -0.645 -0.500 4.700
*
```

LUMO (spin up / spin down)   -0.1889 / -0.2857 hartree
Kohn-Sham gap (spin up / spin down)   7.616 / 5.213 eV
HOMO level (spin up / spin down)   -12.76 / -12.99 eV
Energy relative to the best compared isomer or geometry (same formula, charge and spin)   0.000 eV
⟨S²⟩   3.85
DFT total energy   -119485.750 eV